[1]
The following is a DFT calculation (the ωB97M-V functional and the def2-TZVPD basis) of 10 unconnected molecules or ions with the total composition C28H80O40P8S2 at a distorted geometry.

Geometry (Å):
C 4.106 -2.812 -0.219
O 4.367 -3.346 1.080
P 3.546 -4.556 1.885
O 2.220 -4.185 2.483
O 4.537 -4.882 3.048
C 4.537 -4.100 4.280
O 3.594 -5.780 0.799
C 2.389 -6.319 0.489
H 4.971 -2.847 -0.881
H 3.763 -1.786 -0.082
H 3.298 -3.387 -0.671
H 5.613 -4.029 4.444
H 4.070 -4.588 5.136
H 4.152 -3.080 4.257
H 2.310 -6.524 -0.579
H 1.581 -5.700 0.878
H 2.403 -7.301 0.960
C 2.958 2.273 6.490
O 3.025 1.903 5.130
P 3.657 0.539 4.621
O 3.452 -0.685 5.439
O 5.190 0.963 4.295
C 6.247 0.770 5.250
O 3.097 0.360 3.155
C 3.643 -0.558 2.246
H 2.094 2.912 6.675
H 3.905 2.792 6.635
H 2.853 1.377 7.102
H 6.275 1.644 5.902
H 7.266 0.689 4.873
H 6.134 -0.075 5.929
H 4.472 -1.136 2.654
H 3.965 -0.045 1.339
H 2.907 -1.226 1.799
C -0.846 3.678 5.254
O 0.081 3.171 4.251
P 0.261 3.965 2.860
O 0.632 3.009 1.763
O 1.451 5.098 3.150
C 2.817 4.646 3.098
O -1.065 4.815 2.639
C -2.137 4.285 1.849
H -1.200 4.688 5.044
H -0.432 3.550 6.254
H -1.758 3.081 5.275
H 3.428 5.433 2.656
H 2.979 3.756 2.489
H 3.173 4.473 4.114
H -2.752 5.088 1.442
H -2.771 3.727 2.538
H -1.812 3.675 1.006
C -2.984 0.070 -3.822
O -3.664 0.915 -4.814
P -3.110 1.018 -6.367
O -3.614 2.168 -7.190
O -1.471 0.966 -6.217
C -0.602 0.980 -7.307
O -3.497 -0.496 -6.877
C -3.400 -0.820 -8.201
H -3.689 -0.614 -3.351
H -2.269 0.556 -3.158
H -2.504 -0.687 -4.442
H -0.120 0.004 -7.348
H 0.252 1.628 -7.111
H -1.186 1.195 -8.203
H -3.915 -0.063 -8.792
H -3.915 -1.756 -8.420
H -2.354 -0.812 -8.507
C -3.436 5.559 -2.414
O -2.551 4.549 -2.867
P -1.395 3.972 -1.925
O -1.685 2.686 -1.214
O -0.048 3.804 -2.876
C -0.269 3.056 -4.101
O -0.902 5.280 -0.970
C 0.426 5.287 -0.412
H -3.276 6.578 -2.765
H -3.307 5.644 -1.335
H -4.476 5.323 -2.639
H 0.389 2.190 -4.175
H 0.082 3.678 -4.925
H -1.289 2.720 -4.286
H 1.096 4.444 -0.582
H 0.221 5.355 0.657
H 0.898 6.192 -0.794
C 6.907 -1.085 -2.530
O 5.807 -0.466 -1.907
P 4.895 0.676 -2.733
O 5.578 1.435 -3.806
O 3.591 -0.156 -3.120
C 3.417 -0.673 -4.397
O 4.278 1.650 -1.570
C 3.151 2.462 -1.846
H 6.871 -2.166 -2.398
H 7.739 -0.800 -1.886
H 7.099 -0.781 -3.559
H 4.357 -0.906 -4.898
H 2.741 -0.182 -5.097
H 2.988 -1.654 -4.193
H 3.381 3.202 -2.613
H 2.905 2.897 -0.877
H 2.362 1.830 -2.255
C -4.133 -2.903 -0.069
O -4.579 -2.123 1.056
P -5.897 -1.224 0.966
O -6.305 -0.648 2.252
O -5.508 -0.224 -0.260
C -4.383 0.692 -0.243
O -6.981 -2.338 0.532
C -7.326 -3.257 1.556
H -3.273 -2.483 -0.590
H -4.864 -2.923 -0.878
H -3.741 -3.855 0.287
H -3.977 0.987 0.725
H -4.729 1.588 -0.758
H -3.525 0.430 -0.862
H -8.151 -2.911 2.178
H -6.521 -3.515 2.243
H -7.651 -4.148 1.018
C -4.272 1.357 3.863
O -3.292 1.066 4.807
P -2.324 -0.249 4.784
O -1.795 -0.646 6.084
O -3.162 -1.353 3.921
C -4.376 -1.947 4.354
O -1.174 0.246 3.807
C 0.158 -0.072 4.018
H -5.188 1.207 4.433
H -4.213 0.832 2.910
H -4.277 2.443 3.763
H -5.149 -1.192 4.500
H -4.294 -2.612 5.213
H -4.715 -2.525 3.494
H 0.437 -0.794 3.251
H 0.507 -0.473 4.970
H 0.707 0.867 3.953
O 0.558 -2.930 -1.173
S 0.279 -1.607 -1.642
O 0.193 -1.347 -3.062
O -0.995 -0.940 -0.904
C -0.589 -0.239 0.231
C 0.808 0.371 -0.093
O 1.404 -0.541 -1.032
H -1.312 0.570 0.330
H -0.595 -0.924 1.079
H 1.420 0.490 0.801
H 0.628 1.330 -0.580
O -1.678 -5.371 -5.921
S -1.223 -4.249 -5.052
O -0.968 -2.963 -5.682
O -2.170 -4.178 -3.709
C -1.910 -5.310 -2.897
C -0.372 -5.386 -2.896
O 0.056 -4.721 -4.119
H -2.362 -5.097 -1.929
H -2.328 -6.230 -3.306
H -0.019 -6.413 -2.806
H -0.012 -4.882 -1.999

Properties
**Structure (SMILES)**: COP(=O)(OC)OC.COP(=O)(OC)OC.COP(=O)(OC)OC.COP(=O)(OC)OC.COP(=O)(OC)OC.COP(=O)(OC)OC.COP(=O)(OC)OC.COP(=O)(OC)OC.O=S1(=O)OCCO1.O=S1(=O)OCCO1
**E**: -7652.20178 a.u.
**Energy above the lowest of the compared OMol25 structures with the same formula, charge and spin**: 94.5 kcal/mol
**Gap between HOMO and LUMO**: 10.8 eV
**LUMO level**: 0.37 eV

***

[2]
The following is a DFT calculation (the ωB97M-V functional and the def2-TZVPD basis) of 2 unconnected molecules or ions with the total composition C4H12 at a distorted geometry.

Geometry (Å):
C -0.473 -1.784 -2.260
C 0.506 -1.318 -1.200
H 0.038 -2.284 -3.083
H -1.251 -2.467 -1.907
H -1.029 -0.942 -2.680
H 0.067 -0.671 -0.445
H 1.309 -0.818 -1.728
H 0.969 -2.159 -0.687
C 0.661 1.902 1.802
C -0.684 1.230 1.694
H 1.302 1.467 2.572
H 1.231 1.758 0.885
H 0.624 2.981 1.954
H -0.627 0.217 1.301
H -1.197 1.122 2.660
H -1.447 1.767 1.124

Properties
**Structure (SMILES)**: CC.CC
**E**: -159.57965 a.u.
**Energy above the lowest of the compared OMol25 structures with the same formula, charge and spin**: 3.3 kcal/mol
**Gap between HOMO and LUMO**: 12.8 eV
**LUMO level**: 1.15 eV